Record 1
ORCA calculation (wB97M-V/def2-TZVPD) on a single C4H10O2 molecule at a distorted geometry.

Each line ends with the natural charge from an NBO analysis.
Atoms and positions in Å:
C 2.97730 -0.14907 -0.02560  -0.247
O 1.74070 0.48823 -0.21406  -0.534
C 0.68108 -0.22671 0.37724  -0.082
C -0.63132 0.51447 0.09983  -0.074
O -1.56084 -0.41268 -0.42264  -0.539
C -2.88518 -0.01119 -0.56150  -0.302
H 3.73388 0.44457 -0.54449  0.194
H 3.24299 -0.21436 1.04189  0.163
H 2.97464 -1.16857 -0.44336  0.165
H 0.60649 -1.23841 -0.05236  0.181
H 0.86164 -0.33984 1.45998  0.162
H -1.04240 0.95944 1.01538  0.162
H -0.43321 1.31424 -0.62574  0.187
H -3.62912 -0.25017 0.39180  0.135
H -3.31299 0.88523 -0.13421  0.218
H -3.32366 -0.59516 -1.36215  0.211

Forces on the atoms, in the same order (eV/Å):
C 0.28 -0.10 0.02
O -0.05 0.08 -0.03
C -0.29 -0.08 0.09
C -0.02 0.15 0.14
O -0.05 0.03 0.18
C -2.32 -1.51 3.13
H -0.11 -0.09 0.09
H -0.06 0.02 -0.15
H -0.02 0.16 0.05
H -0.01 0.16 0.02
H -0.05 0.04 -0.18
H 0.13 0.03 -0.04
H -0.02 -0.06 0.10
H 1.62 -2.04 -1.00
H 1.28 2.32 -2.12
H -0.29 0.89 -0.29

Output
E_LUMO: 0.038 Eh
Multiplicity: 1
E: -308.7745 hartree
Frontier orbital gap: 10.232 eV
Highest occupied orbital energy: -9.2 eV
Energy relative to the best compared isomer or geometry (same formula, charge and spin): 77.58 kcal/mol
Structure (SMILES): COCCOC

Record 2
ORCA calculation (wB97M-V/def2-TZVPD) on an isolated ion of composition C3H7O5P2S2 and charge -1 at a distorted geometry.

Each line ends with the natural charge from an NBO analysis.
Atoms and positions in Å:
O 0.97274 3.17579 0.77785  -0.537
C 0.02218 2.40875 0.43611  0.414
C -0.14734 0.96373 1.13487  -0.812
P -0.63260 -0.24237 -0.26868  0.699
S -2.71986 0.36117 0.10618  -0.474
C -1.22357 -2.03941 0.00059  0.489
O -1.27027 -2.88133 -0.96651  -0.658
O -1.66278 -2.48325 1.24632  -0.767
P 1.48341 -0.84377 -0.52547  1.362
O 2.33587 0.62083 -0.93026  -0.982
O 2.22031 -1.38334 0.93119  -0.996
S 1.78685 -2.07608 -1.99442  -0.594
H -0.75069 2.71010 -0.36880  0.140
H -0.99384 1.03913 1.91231  0.289
H 0.84459 0.71896 1.64136  0.267
H -0.70435 0.25221 -1.61899  0.025
H -3.22194 0.92004 -1.05983  0.129
H 1.80483 1.03724 -1.64853  0.487
H 1.85645 -2.25837 1.19471  0.519

Forces on the atoms, in the same order (eV/Å):
O -3.81 -2.74 -1.52
C 2.60 1.19 1.74
C 0.29 1.45 0.04
P -0.93 -0.13 1.24
S -2.01 1.03 -0.76
C -2.76 -7.23 2.62
O 0.72 4.02 1.74
O 2.55 3.84 -4.40
P 3.17 -0.53 -0.93
O -1.42 -1.20 0.98
O -1.11 1.03 -1.45
S -0.13 0.19 0.39
H 1.02 -0.39 1.09
H 1.28 -0.29 -1.34
H -1.29 0.26 -0.78
H 0.44 -0.20 0.61
H 0.71 -0.49 0.67
H 0.59 -0.51 0.61
H 0.09 0.70 -0.54

Output
Total charge: -1
E_LUMO: 0.102 Eh
Multiplicity: 1
E: -1973.8280 hartree
Frontier orbital gap: 7.752 eV
Highest occupied orbital energy: -5.0 eV
Structure (SMILES): O=CC[PH](S)(C(=O)[O-])P(O)(O)=S

Record 3
ORCA calculation (wB97M-V/def2-TZVPD) on a single C18H27N3O molecule.

Each line ends with the natural charge from an NBO analysis.
Atoms and positions in Å:
C -2.96549 -2.79596 -0.66384  -0.634
H -1.89698 -2.99433 -0.68195  0.208
H -3.48469 -3.74543 -0.55282  0.212
H -3.25975 -2.35746 -1.61481  0.201
C -3.33443 -1.87277 0.50716  -0.020
N -2.65419 -0.59070 0.56912  -0.485
C -1.37144 -0.54650 1.23820  -0.203
C -0.16762 -0.69707 0.30384  -0.250
N -0.24550 0.31200 -0.73378  -0.444
C -1.45710 0.11784 -1.50386  -0.226
H -1.46691 -0.87399 -1.99100  0.165
C -2.69063 0.27671 -0.59410  -0.050
C -2.78810 1.75549 -0.16929  -0.444
H -2.99902 2.35538 -1.05631  0.209
H -1.82360 2.06599 0.22984  0.222
C -3.87409 2.02409 0.87322  -0.060
O -5.17927 1.87533 0.36421  -0.721
H -5.28099 0.95842 0.08765  0.461
H -3.81229 3.06212 1.20920  0.177
H -3.72264 1.36305 1.73652  0.168
H -3.57749 0.02120 -1.18234  0.200
H -1.49748 0.87762 -2.28900  0.201
C 0.94384 0.33373 -1.57493  -0.229
C 2.14394 0.75519 -0.79244  -0.130
C 2.41547 2.01580 -0.34619  0.001
N 3.58691 2.02610 0.36001  -0.518
C 4.10043 0.76218 0.38632  0.112
C 5.25989 0.27055 0.97215  -0.236
C 5.52350 -1.07498 0.83516  -0.221
C 4.65614 -1.91590 0.13203  -0.225
C 3.50698 -1.43423 -0.45204  -0.225
C 3.21186 -0.07601 -0.33135  -0.028
H 2.84460 -2.09419 -0.99271  0.211
H 4.89993 -2.96506 0.04902  0.209
H 6.41617 -1.49147 1.27795  0.211
H 5.92924 0.92206 1.51507  0.211
H 4.00370 2.83520 0.78748  0.412
H 1.84681 2.91507 -0.48360  0.212
H 0.75956 1.05592 -2.37648  0.208
H 1.13104 -0.65166 -2.03849  0.171
H -0.13812 -1.71574 -0.12736  0.154
H 0.75169 -0.54560 0.87329  0.217
H -1.28746 0.42579 1.73553  0.191
H -1.34004 -1.32206 2.00586  0.203
H -3.06320 -2.38955 1.43572  0.194
C -4.85385 -1.66539 0.53481  -0.621
H -5.35079 -2.61384 0.72300  0.215
H -5.21919 -1.28280 -0.41613  0.192
H -5.12153 -0.97352 1.32903  0.218

Forces on the atoms, in the same order (eV/Å):
C 0.06 0.11 0.32
H 0.08 -0.04 -0.07
H -0.07 -0.12 -0.05
H -0.02 0.04 -0.13
C -0.29 -0.14 -0.08
N 0.12 -0.08 0.05
C 0.23 -0.05 -0.05
C -0.10 0.04 0.31
N -0.03 -0.05 -0.10
C -0.24 -0.08 -0.06
H 0.00 0.05 0.00
C 0.05 0.30 -0.16
C -0.45 -0.14 0.26
H 0.05 0.08 -0.03
H 0.06 0.08 -0.01
C 0.60 0.14 0.03
O -0.40 -0.21 -0.28
H -0.09 0.02 0.05
H 0.05 -0.09 0.02
H 0.03 0.12 -0.04
H 0.03 0.00 -0.01
H 0.00 -0.03 -0.03
C -0.05 0.19 0.12
C 0.01 0.19 -0.11
C -0.24 -0.19 -0.23
N 0.12 0.36 0.17
C -0.02 -0.57 -0.12
C 0.10 0.01 0.07
C 0.11 0.12 0.09
C -0.05 -0.22 -0.07
C 0.01 -0.01 0.02
C 0.30 0.32 0.19
H -0.06 -0.08 -0.06
H 0.00 -0.08 -0.02
H 0.07 -0.01 0.04
H 0.08 0.03 0.06
H -0.06 -0.10 -0.06
H -0.10 0.17 -0.01
H -0.01 -0.14 -0.03
H -0.04 0.07 -0.04
H 0.04 0.04 -0.01
H -0.02 -0.05 0.00
H 0.13 -0.05 0.08
H -0.03 0.05 0.02
H -0.03 0.06 -0.08
C 0.33 -0.13 0.15
H -0.14 -0.09 -0.05
H -0.08 0.05 -0.16
H -0.06 0.07 0.09

Output
E_LUMO: 0.030 Eh
Multiplicity: 1
E: -941.5899 hartree
Frontier orbital gap: 8.734 eV
Highest occupied orbital energy: -7.9 eV
Energy relative to the best compared isomer or geometry (same formula, charge and spin): 46.17 kcal/mol
Structure (SMILES): CC(C)N1CCN(Cc2c[nH]c3ccccc23)C[C@@H]1CCO

Record 4
ORCA calculation (wB97M-V/def2-TZVPD) on a single C20H31N5O4 molecule.

Each line ends with the natural charge from an NBO analysis.
Atoms and positions in Å:
C -1.78365 2.43244 -0.07289  -0.420
N -0.81229 2.07232 -1.10015  -0.454
C 0.13728 1.01881 -0.75292  -0.247
C 1.51621 1.56321 -0.38526  0.085
O 1.42600 2.61390 0.56907  -0.729
C 2.40351 0.49156 0.22730  -0.242
N 1.88672 -0.00923 1.48034  -0.612
C 1.18634 -1.17369 1.55868  0.673
O 0.99588 -1.88661 0.58335  -0.644
C 0.67291 -1.52985 2.89436  -0.277
C 0.77628 -0.88892 4.14711  -0.034
N 0.13685 -1.56188 5.08662  -0.260
N -0.37655 -2.63730 4.46065  -0.153
C -1.09378 -3.63482 5.24117  -0.205
C -2.17836 -4.34396 4.46256  -0.229
C -1.81315 -5.47305 3.46595  -0.404
C -3.01919 -6.27774 3.99785  -0.394
C -3.00573 -5.38027 5.25471  -0.391
C -0.07415 -2.65888 3.15503  0.020
C -1.04160 2.49362 -2.37792  0.690
O -1.95842 3.25139 -2.65271  -0.637
C -0.10704 1.98181 -3.46110  -0.515
C -0.07953 2.91281 -4.67681  -0.034
C 0.57113 4.25598 -4.36181  -0.408
C 2.08529 4.12840 -4.27192  -0.401
C 2.63719 3.65562 -5.61055  -0.504
C 1.90060 2.47306 -6.20331  0.678
O 2.40844 1.76629 -7.05526  -0.626
N 0.62173 2.26450 -5.78055  -0.622
H -2.26494 3.36557 -0.34687  0.240
H -2.55189 1.65963 0.02320  0.197
H -1.27317 2.53677 0.88330  0.205
H -0.27452 0.47593 0.09743  0.223
H 0.23290 0.29385 -1.56151  0.221
H 2.01806 1.93369 -1.28892  0.161
H 0.86574 3.30421 0.19681  0.478
H 2.49032 -0.35250 -0.45586  0.240
H 3.39730 0.90954 0.39253  0.212
H 1.90830 0.60367 2.27650  0.404
H 1.27439 0.03133 4.41104  0.206
H -0.37847 -4.36436 5.63270  0.201
H -1.51918 -3.09976 6.08973  0.230
H -2.83426 -3.60878 3.98964  0.212
H -1.79596 -5.23768 2.40261  0.209
H -0.86519 -5.94112 3.74045  0.202
H -3.90946 -6.10334 3.39391  0.203
H -2.89455 -7.34947 4.13697  0.207
H -2.40619 -5.82507 6.05188  0.200
H -3.95884 -5.05677 5.66961  0.210
H -0.38971 -3.44143 2.48796  0.238
H 0.90447 1.83337 -3.08505  0.215
H -0.46599 0.99423 -3.76894  0.236
H -1.10980 3.09307 -4.98224  0.226
H 0.31994 4.96415 -5.15625  0.213
H 0.13647 4.64777 -3.44241  0.228
H 2.53414 5.08448 -3.99865  0.218
H 2.36431 3.42233 -3.48325  0.190
H 2.55430 4.45836 -6.34979  0.230
H 3.68993 3.38219 -5.56220  0.239
H 0.18262 1.46661 -6.21589  0.403

Forces on the atoms, in the same order (eV/Å):
C 0.00 -0.03 -0.04
N 0.00 0.00 0.08
C 0.00 0.00 -0.05
C 0.02 0.01 0.02
O -0.02 -0.02 -0.04
C 0.02 -0.03 -0.02
N -0.02 -0.01 0.04
C 0.05 -0.04 -0.01
O -0.02 0.01 0.00
C 0.05 0.03 0.00
C -0.07 0.01 0.00
N 0.04 -0.03 -0.03
N 0.01 0.01 0.04
C 0.01 -0.02 0.00
C -0.02 0.03 0.00
C -0.01 -0.03 0.01
C 0.00 0.05 0.00
C 0.00 -0.03 -0.01
C -0.02 0.00 -0.05
C -0.01 0.02 -0.02
O 0.00 -0.02 0.01
C 0.00 0.01 0.03
C 0.02 0.00 0.00
C -0.01 0.01 -0.01
C 0.02 0.00 0.02
C -0.01 0.02 0.00
C -0.02 0.00 0.01
O -0.01 -0.01 0.00
N 0.01 0.00 -0.03
H 0.01 0.02 0.01
H 0.00 0.01 0.00
H -0.01 0.00 0.00
H 0.00 0.02 0.00
H 0.01 -0.01 0.01
H 0.00 0.01 0.01
H 0.00 0.01 0.01
H 0.00 0.00 0.01
H -0.01 0.01 0.00
H 0.00 0.01 0.00
H 0.00 0.00 0.00
H 0.00 0.01 0.00
H 0.00 0.00 0.00
H -0.01 -0.01 0.00
H 0.00 0.01 0.00
H 0.00 0.00 0.00
H 0.00 0.00 0.00
H 0.01 0.00 0.01
H 0.00 0.00 0.00
H 0.00 0.01 0.00
H 0.00 0.00 0.01
H 0.00 -0.01 -0.03
H -0.01 0.00 0.00
H 0.00 -0.01 0.00
H 0.00 -0.01 0.00
H 0.00 0.00 0.01
H 0.00 0.00 0.00
H 0.00 0.01 0.00
H 0.01 0.00 0.00
H 0.00 0.00 0.00
H 0.00 0.00 0.00

Output
E_LUMO: 0.018 Eh
Multiplicity: 1
E: -1355.4828 hartree
Frontier orbital gap: 9.905 eV
Highest occupied orbital energy: -9.4 eV
Energy relative to the best compared isomer or geometry (same formula, charge and spin): 1.35 kcal/mol
Structure (SMILES): CN(C[C@@H](O)CNC(=O)c1cnn(CC2CCC2)c1)C(=O)C[C@H]1CCCC(=O)N1

Record 5
ORCA calculation (wB97M-V/def2-TZVPD) on a 2-piece molecular cluster, C4H7NO2 overall at a distorted geometry.

Each line ends with the natural charge from an NBO analysis.
Atoms and positions in Å:
C -0.77524 -0.09171 1.32171  0.014
C -1.73562 0.62698 0.45086  -0.707
C 1.51486 -0.04255 -0.07149  0.652
C 0.65214 -0.98859 -0.72933  -0.062
O 2.78468 0.12637 -0.47944  -0.644
N 0.22706 -1.06174 -1.90050  -0.664
O 1.12825 0.51757 0.97144  -0.539
H 2.91009 -0.34069 -1.32051  0.492
H 0.63961 -0.39773 -2.57843  0.293
H -0.76804 -1.17185 1.30334  0.232
H -0.57421 0.35369 2.28506  0.197
H -2.68977 0.71161 0.99311  0.247
H -1.90863 0.11069 -0.49108  0.248
H -1.40517 1.64797 0.24526  0.240

Forces on the atoms, in the same order (eV/Å):
C 0.83 0.60 0.08
C 0.18 0.07 -0.25
C 0.08 -0.41 -0.99
C 0.14 0.02 1.41
O -0.24 0.01 0.48
N 0.03 -0.42 -1.37
O -0.94 -0.20 0.31
H -0.14 0.08 0.10
H -0.27 0.37 0.21
H 0.23 0.04 -0.15
H -0.05 0.01 0.00
H 0.15 -0.09 0.03
H 0.02 -0.02 0.07
H -0.02 -0.08 0.07

Output
E_LUMO (alpha / beta): -0.012 / -0.012 Eh
Multiplicity: 1
E: -361.6788 hartree
Frontier orbital gap (alpha / beta): 6.606 / 6.609 eV
Highest occupied orbital energy (alpha / beta): -6.9 / -6.9 eV
Energy relative to the best compared isomer or geometry (same formula, charge and spin): 126.80 kcal/mol

Record 6
ORCA calculation (wB97M-V/def2-TZVPD) on C6H15BOYb as an isolated structure at a distorted geometry.

Each line ends with the natural charge from an NBO analysis.
Atoms and positions in Å:
B -1.31345 2.28743 1.06626  0.597
C -1.23113 1.22459 0.03697  -0.862
C 0.30872 1.03194 -0.08496  -0.370
C 0.69242 0.07219 -1.21661  -0.397
C -0.19782 -1.12581 -1.41438  -0.436
C -0.24813 -2.10425 -0.26381  -0.057
O 1.04265 -2.43363 0.16519  -0.537
C 1.55196 -1.84007 1.33726  -0.244
H -1.14269 2.17325 2.22458  0.003
H -1.43589 3.46418 0.69572  -0.379
H -1.65675 1.43580 -0.94644  0.230
H -1.71213 0.32229 0.41394  0.309
H 0.79953 1.99735 -0.29043  0.158
H 0.70833 0.69930 0.87217  0.249
H 0.74866 0.64576 -2.14139  0.207
H 1.69818 -0.29029 -1.01115  0.253
H -1.21162 -0.81720 -1.67752  0.196
H 0.18626 -1.66751 -2.27727  0.248
H -0.72874 -3.01727 -0.60886  0.215
H -0.84212 -1.73198 0.57953  0.145
H 2.17342 -0.96664 1.12590  0.149
H 2.16390 -2.57648 1.84600  0.221
H 0.73734 -1.55019 2.00421  0.160
Yb -1.09090 4.76724 -0.43493  1.942

Forces on the atoms, in the same order (eV/Å):
B 0.06 -0.03 0.97
C -0.67 -0.36 -0.77
C 0.06 0.04 0.35
C 0.31 0.19 -0.10
C -0.36 -0.06 -0.38
C 0.02 0.09 0.37
O 0.46 -0.36 -0.08
C -0.31 -0.11 -0.01
H -0.04 0.22 0.11
H -0.47 -1.66 1.83
H -0.02 -0.04 -0.16
H 0.17 -0.21 -0.10
H 0.19 0.16 0.01
H -0.03 -0.05 0.03
H -0.03 -0.04 -0.16
H 0.15 0.12 0.00
H -0.14 -0.06 -0.07
H 0.02 0.02 -0.13
H -0.05 -0.10 0.03
H -0.04 0.07 0.09
H 0.09 0.09 -0.08
H 0.10 -0.06 0.06
H -0.06 0.04 0.17
Yb 0.61 2.09 -1.97

Output
Total charge: +2
E_LUMO: -0.389 Eh
Multiplicity: 1
E: -1495.6084 hartree
Frontier orbital gap: 3.909 eV
Highest occupied orbital energy: -14.5 eV